Record 1
ORCA calculation (the ωB97M-V functional and the def2-TZVPD basis) on a cluster of 15 separate species, C5H42N2O14 in total in a non-equilibrium geometry.

XYZ file:
```
63
Properties=species:S:1:pos:R:3:forces:R:3
C -0.550 -0.946 3.723 3.3490 -0.6363 -0.0389
C 0.609 -1.049 2.606 -0.5522 -1.8787 0.0031
C 0.916 0.253 1.825 -0.3305 0.4860 3.4269
C 1.598 1.343 2.777 -1.2878 -1.1279 0.4357
C 1.070 2.730 2.559 -0.3372 0.8863 -0.0515
N 1.094 3.004 1.117 2.3032 3.1342 -1.0072
N 0.362 -2.151 1.639 -1.6079 1.3611 -3.3300
H -0.511 -1.777 4.460 0.6081 0.6280 -0.2468
H -1.515 -1.072 3.365 -1.7747 0.2533 -1.4035
H -0.426 0.013 4.195 -0.2667 0.2876 0.5866
H 1.566 -1.515 2.944 -0.5048 1.4282 1.1603
H 0.046 0.732 1.442 -1.2601 0.0418 -0.1358
H 1.419 0.005 0.943 1.3872 -0.3570 -1.1451
H 1.544 1.086 3.865 -0.2502 -0.0932 -0.8994
H 2.638 1.419 2.591 1.2594 -0.1662 -0.3620
H 1.532 3.457 3.233 1.1596 0.0063 -0.4136
H 0.071 3.024 2.809 -1.3457 -1.1294 0.5072
H 2.042 2.737 0.746 -1.1417 0.0405 0.3741
H 1.175 4.094 1.007 -0.5281 -2.4639 0.2364
H -0.255 -2.906 1.895 0.0091 -0.0919 0.8049
H -0.162 -1.767 0.781 1.0412 -0.6134 1.5162
H -4.074 -0.286 -2.686 -0.6882 0.6787 0.4851
H -3.722 0.108 -1.058 -1.3984 1.3287 -0.3072
O -3.541 -0.313 -1.896 1.9192 -1.7288 -0.3772
H 0.750 3.820 -1.127 -3.2237 -1.0810 -1.5182
H 0.017 4.651 -2.096 -0.8175 -0.5233 -0.3821
O -0.168 3.785 -1.677 4.1315 1.7310 1.3827
H -3.890 -3.480 -0.049 -0.2764 -0.2764 3.9131
H -3.891 -2.218 -0.984 0.1076 0.1015 0.5215
O -3.940 -3.170 -0.892 -0.8151 0.0446 -4.8451
H 1.494 0.127 -2.401 -0.0927 0.1892 -0.1395
H 0.302 1.053 -2.267 1.5527 -0.4305 -1.5118
O 1.096 0.877 -2.881 -1.3715 0.4521 1.7841
H 2.868 -3.985 -1.124 -0.0051 -0.1988 1.6760
H 1.364 -4.085 -1.675 -1.4823 -0.0538 1.2131
O 2.275 -4.016 -1.842 1.3858 -0.0418 -2.7624
H 3.721 1.787 -0.227 0.9353 -1.0110 -0.4874
H 3.189 0.463 0.128 1.5352 0.0563 -0.5407
O 4.058 0.853 -0.168 -1.9976 1.0713 1.5359
H 3.780 -2.100 -1.823 -0.6939 0.6006 0.2258
H 2.944 -1.553 -0.600 0.6441 0.1290 -1.6320
O 3.303 -1.308 -1.500 -0.3072 -0.8481 1.0499
H 2.257 -0.818 -3.962 2.2707 1.1969 0.8730
H 0.899 -1.269 -3.713 1.1983 -0.1383 -2.0776
O 1.605 -1.251 -4.445 -3.3592 -1.5564 0.6502
H 2.313 1.816 -2.447 -0.0029 -0.6497 -0.7834
H 3.928 2.077 -2.403 1.0127 -0.9916 -0.7878
O 3.073 2.318 -2.125 -0.8681 2.6045 1.4677
H -0.906 -1.259 -1.568 0.0569 -0.1797 -0.0732
H -1.694 0.086 -1.480 3.2249 -1.3846 -0.1992
O -0.704 -0.321 -1.477 -3.6362 1.1135 0.6433
H -3.929 -0.699 0.535 -0.1550 -1.0333 0.9214
H -3.124 -1.133 1.696 0.0166 -0.3387 0.1860
O -3.741 -1.521 1.063 0.1924 1.6106 -0.1473
H -1.652 3.183 -0.810 0.5463 -1.3985 2.0830
H -1.001 2.490 0.568 -0.4313 0.6151 -1.4116
O -1.789 2.536 -0.032 -0.0523 0.5478 -0.1805
H -2.344 -3.718 -0.692 -7.5760 3.0292 -0.6541
H -1.569 -4.895 -0.998 -0.0803 -1.9685 -0.7761
O -1.549 -4.029 -0.679 8.7114 -1.2404 1.1610
H -4.882 1.661 0.432 -0.5719 0.1855 0.0948
H -3.325 1.819 0.586 -0.6538 -0.7353 -1.0396
O -4.063 1.204 0.275 1.1857 0.5269 0.7485
```
Forces are in eV/Å.

Results
- Relative energy (zero: lowest compared OMol25 entry of this formula, charge and spin): 6.263 eV
- Gap between HOMO and LUMO: 9.2 eV

---

Record 2
ORCA calculation (the ωB97M-V functional and the def2-TZVPD basis) on a cluster of 15 separate species, C5H43N2O14 in total in a non-equilibrium geometry.

XYZ file:
```
64
Properties=species:S:1:pos:R:3:forces:R:3
N 0.434 -1.057 0.653 0.3376 0.3691 -0.6517
C -0.048 0.314 0.352 -0.2379 -0.1894 0.0027
C 0.112 0.639 -1.137 0.0744 -0.6045 0.6110
N -0.931 0.165 -2.045 1.1902 2.3191 -1.2832
C -2.046 1.057 -2.345 -0.9651 -0.9000 0.0231
C -3.096 1.228 -1.237 0.0471 -0.4197 0.3247
C -3.900 -0.050 -0.995 0.1133 0.0092 0.0246
H -0.062 -1.777 0.089 0.2337 0.1763 0.2069
H 1.457 -1.091 0.404 -0.5305 -0.6201 0.3311
H 0.321 -1.279 1.665 0.2144 0.1718 0.1227
H -1.077 0.408 0.690 0.0870 0.0628 0.0043
H 0.579 1.014 0.905 -0.1075 -0.0318 -0.0353
H 0.219 1.717 -1.265 -0.2954 0.1276 0.0002
H 1.053 0.213 -1.468 0.0366 -0.1699 -0.0873
H -0.444 -0.168 -2.953 -0.6736 -0.4118 0.6128
H -2.512 0.649 -3.242 -0.0854 0.0903 -0.0048
H -1.662 2.052 -2.606 0.5002 -0.0996 0.0583
H -3.775 2.023 -1.539 0.0960 0.1027 -0.0609
H -2.625 1.542 -0.303 0.0498 0.1752 -0.0955
H -4.505 -0.307 -1.864 -0.0838 0.0119 0.0447
H -4.543 0.069 -0.124 -0.1158 0.0419 -0.1395
H -3.261 -0.910 -0.776 0.1123 0.0014 0.0367
H 3.291 -0.557 -0.630 0.5459 -0.4983 0.2681
H 3.661 -2.036 -0.087 0.2810 0.1426 0.0362
O 2.958 -1.465 -0.406 -0.5903 0.4436 -0.3797
H 3.216 1.415 -1.651 0.1798 0.1271 0.0628
H 4.614 1.342 -0.955 -0.0016 -0.0331 0.0540
O 3.683 1.119 -0.830 -0.1245 -0.1102 -0.3508
H -1.651 -3.005 -0.287 -0.1983 -0.1351 0.2824
H -1.609 -1.968 -1.425 -0.3342 -0.3004 -0.1097
O -1.134 -2.728 -1.068 0.2812 0.4553 -0.3126
H 1.699 1.049 -3.317 0.4216 0.3219 -0.4531
H 2.529 2.328 -3.710 -0.0487 -0.1021 0.0079
O 2.169 1.835 -2.962 -0.1896 -0.0645 0.2047
H -2.020 0.290 2.678 -0.0188 -0.2939 0.2167
H -1.379 -0.948 3.331 -0.1162 0.2159 0.0883
O -2.169 -0.665 2.834 0.0182 -0.0816 -0.3189
H 0.576 -4.437 2.096 0.1655 0.0055 0.0159
H -0.595 -3.489 1.822 0.2851 -0.1432 0.1895
O 0.377 -3.506 1.949 -0.2426 -0.1573 -0.0899
H -2.236 -2.073 1.856 -0.2890 0.1416 0.0694
H -3.068 -3.361 1.559 0.1541 -0.0229 0.0730
O -2.215 -2.940 1.383 -0.3425 0.0199 -0.1451
H 0.396 4.228 -0.126 -0.0551 0.2009 0.1310
H -0.140 3.591 1.191 -0.0900 0.1369 0.0036
O 0.638 3.991 0.776 -0.0916 -0.3059 -0.0968
H 0.429 -2.727 -2.030 0.4181 -0.3437 -0.0551
H 1.923 -2.262 -1.854 0.0199 -0.2745 0.0799
O 1.252 -2.510 -2.515 -0.3336 0.5665 0.1417
H -1.639 2.480 3.259 0.0613 0.0522 0.0913
H -0.238 1.826 3.026 -0.3164 0.1384 0.2442
O -1.138 1.938 2.639 0.1408 0.1862 -0.2542
H 2.094 3.042 1.196 0.3217 -0.0950 -0.1300
H 3.062 1.905 0.678 0.1050 0.1562 -0.0935
O 2.722 2.342 1.473 -0.4767 -0.0841 0.3354
H 1.811 1.870 4.366 -0.0922 -0.0261 0.0156
H 1.938 1.681 2.830 0.4403 0.1946 -0.2145
O 1.381 1.456 3.607 -0.1383 -0.1573 0.1538
H 0.964 -0.660 -4.866 -0.1100 0.0895 -0.0683
H 1.021 -1.207 -3.382 0.3621 -0.0519 -0.5666
O 0.865 -0.373 -3.950 -0.2331 -0.4523 0.5879
H 0.922 -1.894 3.624 0.1338 0.0915 0.1674
H 0.908 -0.273 3.632 0.2948 -0.0923 0.2973
O 0.439 -1.094 3.389 -0.1946 -0.0729 -0.2249
```
Forces are in eV/Å.

Results
- ⟨S²⟩: 0.754
- Multiplicity: 2
- Gap between HOMO and LUMO (alpha / beta): 11.8 / 6.6 eV
- Total charge: +2

---

Record 3
ORCA calculation (the ωB97M-V functional and the def2-TZVPD basis) on a cluster of 20 separate species, C5H45F2NO22S in total in a non-equilibrium geometry.

XYZ file:
```
76
Properties=species:S:1:pos:R:3:forces:R:3
C -3.391 -0.462 0.799 1.6699 -1.5880 2.6645
C -2.838 -1.284 1.836 -0.1137 2.1080 -2.5982
C -1.539 -0.680 2.579 -3.1608 0.9500 0.7984
N -0.384 -1.634 2.586 1.7699 -0.2400 0.7842
C 0.626 -1.318 1.539 0.0343 -0.7727 -1.6717
C 0.217 -2.214 0.246 -0.4128 0.9143 -1.6379
O 0.009 -1.731 -0.875 0.7957 -2.5090 4.3986
F 0.069 -3.613 0.535 0.3452 3.2975 -0.8384
S 0.286 -1.680 4.167 -2.3107 3.2565 4.5025
O 0.784 -0.289 4.492 -0.2463 -4.4374 -1.3317
O -0.750 -2.170 5.157 3.3949 0.6287 -3.6291
F 1.563 -2.772 4.289 -2.1641 1.8437 -1.2093
H -3.203 0.668 0.932 0.1335 -1.8816 -1.0281
H -4.010 -0.890 -0.050 0.2797 0.8478 1.6887
H -3.310 -2.282 2.129 1.2981 1.3715 -0.7223
H -1.884 -0.412 3.648 0.9738 -0.6137 -1.4972
H -1.282 0.318 2.083 -0.0893 -1.6211 0.7820
H 1.704 -1.555 1.821 -1.5100 0.0354 -0.2156
H 0.604 -0.238 1.169 -0.0980 -1.4853 0.6757
O -1.665 2.454 2.630 0.0051 -0.2837 0.0591
H -1.196 3.022 2.007 -0.1877 0.1160 0.1908
H -1.332 2.732 3.492 0.0008 -0.0202 -0.1533
O 1.807 -1.639 -3.161 0.0002 -0.2524 -0.0542
H 2.343 -2.440 -3.073 0.1763 0.1944 0.1672
H 1.322 -1.590 -2.326 -0.0143 0.0769 -0.2640
O -1.611 -3.066 -2.982 0.0151 0.0887 0.0043
H -1.140 -2.505 -3.609 -0.0099 -0.1009 0.1051
H -1.280 -2.781 -2.119 -0.0124 -0.0371 -0.2214
O 2.851 -1.550 -5.985 0.0535 -0.2988 -0.1316
H 3.385 -2.351 -5.891 0.1079 0.1449 -0.0579
H 2.360 -1.499 -5.153 -0.0454 0.2173 0.0692
O 1.187 0.315 -7.911 -0.0622 -0.1486 -0.0506
H 0.425 0.132 -7.350 0.1396 0.0284 -0.0704
H 1.758 -0.456 -7.788 -0.0537 0.1128 0.2286
O -3.717 4.068 0.907 -0.1873 0.2467 0.1521
H -3.878 5.011 0.751 0.1411 -0.0565 -0.0635
H -3.612 4.005 1.865 0.1343 -0.2597 -0.1378
O 2.274 1.344 0.979 0.3247 0.1254 0.1649
H 2.747 1.909 0.355 -0.1088 -0.1465 -0.0340
H 2.605 1.621 1.843 -0.1870 0.0109 -0.0482
O 5.840 -3.097 -5.841 0.1878 0.0812 0.1345
H 6.315 -2.533 -6.469 -0.1856 -0.0115 -0.0999
H 6.163 -2.808 -4.978 -0.2001 0.0108 -0.0597
O 4.371 -3.071 -2.068 -0.4386 0.0016 0.1125
H 4.443 -2.629 -1.212 -0.0246 0.1770 -0.0539
H 4.396 -4.009 -1.850 0.2898 0.1553 -0.0305
O 5.688 -1.096 -8.260 -0.1862 0.0825 0.0197
H 4.776 -1.137 -7.941 0.1050 -0.0086 0.0792
H 5.730 -0.261 -8.741 0.0643 -0.1262 0.0748
O -5.545 -1.325 2.365 -0.4999 -0.2875 -0.1316
H -5.712 -0.390 2.550 0.0247 0.0190 -0.0148
H -6.427 -1.705 2.263 0.0549 0.1528 0.0874
O -6.808 -1.030 4.708 -0.3193 -0.3225 0.4421
H -7.399 -1.466 5.335 0.0604 0.1740 -0.0187
H -6.115 -1.683 4.546 0.0420 0.2374 -0.1857
O -6.482 1.944 2.746 -0.2070 0.1386 -0.0214
H -7.388 1.904 3.075 0.1614 -0.1094 0.0467
H -6.442 2.783 2.270 0.1441 -0.1738 -0.0561
O 6.332 -5.155 -2.344 -0.0286 -0.2634 -0.1650
H 6.929 -4.826 -3.027 -0.0937 0.0021 0.1109
H 5.637 -5.606 -2.841 0.2050 -0.0447 -0.0190
O 1.389 -2.225 7.409 0.0841 -0.0771 -0.1627
H 0.642 -2.469 6.847 -0.0199 0.0760 0.1569
H 2.115 -2.091 6.788 -0.0758 0.0022 0.1465
O 4.766 -1.070 0.567 0.1539 -0.0047 0.1919
H 5.700 -1.122 0.804 -0.1045 -0.0531 -0.0941
H 4.368 -0.570 1.290 -0.0887 -0.0179 -0.2096
O -2.993 7.006 0.621 0.1166 -0.4775 0.4206
H -2.190 6.993 0.079 -0.3167 0.4067 -0.1491
H -2.718 7.445 1.435 -0.1065 0.1289 -0.1902
O -1.072 5.152 2.466 0.1642 0.4497 -0.0694
H -1.769 5.578 2.979 0.0878 -0.1289 -0.0490
H -1.255 5.419 1.556 -0.1435 -0.0881 0.1101
O -1.494 8.659 -0.919 0.4328 0.1911 -0.3386
H -0.630 8.741 -1.342 -0.0912 -0.0031 0.0765
H -2.062 9.250 -1.430 -0.0670 -0.1516 0.1389
```
Forces are in eV/Å.

Results
- Gap between HOMO and LUMO: 8.1 eV

---

Record 4
ORCA calculation (the ωB97M-V functional and the def2-TZVPD basis) on a structure of composition C5H4AuNO5 in a non-equilibrium geometry.

XYZ file:
```
16
Properties=species:S:1:pos:R:3:forces:R:3
O 3.264 1.748 -1.029 -0.6636 -1.6310 4.0201
C 2.987 1.288 -0.004 0.9121 1.6524 -3.7916
Au -0.190 -0.094 0.012 -1.6546 -0.3762 -0.3327
O 1.061 1.324 -2.361 -5.2510 -3.0345 1.3874
C 0.119 0.733 -1.987 5.5775 3.8910 -3.2651
C 0.444 -0.471 2.006 0.0804 -0.4603 1.5900
O 0.084 -0.972 3.007 1.0698 1.1795 -2.0870
C -0.812 1.811 0.494 0.1870 5.1905 4.6745
O -0.719 2.686 1.264 -0.6210 -4.1107 -3.9380
C 0.807 -1.708 -0.706 4.6401 -5.4397 1.0614
O 1.610 -2.535 -0.515 -3.9231 3.9483 -1.1975
H 1.343 0.095 1.528 0.4436 -0.4950 2.0491
N -2.276 -0.915 -0.368 -0.8870 0.9912 -0.2428
H -2.400 -1.848 0.032 -0.2407 0.2145 -0.2885
H -2.342 -0.900 -1.404 -0.3748 -0.3645 0.9242
H -2.980 -0.241 0.032 0.7051 -1.1555 -0.5635
```
Forces are in eV/Å.

Results
- ⟨S²⟩: 2.017
- Multiplicity: 3
- Relative energy (zero: lowest compared OMol25 entry of this formula, charge and spin): 1.103 eV
- Gap between HOMO and LUMO (alpha / beta): 7.0 / 7.0 eV
- Total charge: +2

---

Record 5
ORCA calculation (the ωB97M-V functional and the def2-TZVPD basis) on a structure of composition C5H4BrClN2O2S in a non-equilibrium geometry.

XYZ file:
```
16
Properties=species:S:1:pos:R:3:forces:R:3
C -1.894 -0.593 -0.182 -3.0833 -2.5137 -0.8478
C -4.172 0.485 0.275 -0.8871 -1.4330 -0.7752
C -2.886 0.395 0.192 1.8145 -0.0192 0.3861
C -0.646 1.568 1.196 -0.7486 0.2051 -0.7691
C 0.087 0.300 0.778 0.0475 -0.6447 0.1135
N -0.681 -0.717 0.059 1.1673 -0.1970 -0.1679
N 1.052 0.786 -0.308 -2.2644 -1.0198 -0.3671
O 0.572 3.506 -0.466 -0.9009 -0.6085 0.6742
O -1.059 2.046 -1.583 0.2198 0.3075 1.0914
S -0.298 2.362 -0.400 0.8913 -0.3095 -1.0637
Cl -5.074 1.813 0.720 -0.3574 0.8227 0.3897
Br -5.462 -1.048 -0.282 1.2909 0.9829 0.3817
H -2.368 -1.563 -0.702 0.8536 2.1958 0.8134
H 0.466 -0.358 1.643 0.1978 1.6906 -1.0867
H 1.985 0.998 -0.159 2.1190 0.7391 1.2368
H 1.048 0.153 -1.104 -0.3599 -0.1984 -0.0095
```
Forces are in eV/Å.

Results
- Relative energy (zero: lowest compared OMol25 entry of this formula, charge and spin): 0.000 eV
- Gap between HOMO and LUMO (alpha / beta): 8.0 / 7.2 eV

---

| no. | DFT total energy (Ha) |
| --- | --- |
| 1 | -1378.41457 |
| 2 | -1378.68279 |
| 3 | -2525.29844 |
| 4 | -758.67134 |
| 5 | -3885.00548 |